Formula: C33H49AsN7O5Tl
Source: the Open Molecules 2025 dataset
Level of theory: the ωB97M-V functional and the def2-TZVPD basis

Summary:
- LUMO energy (eV) = 4.0
- multiplicity = 1
- total charge = -2
- energy above the lowest of the compared OMol25 structures with the same formula, charge and spin (kJ/mol) = 0.00
- energy (hartree) = -4454.64572

Structure (XYZ):
```
96
C33H49AsN7O5Tl the ωB97M-V functional and the def2-TZVPD basis
Tl 0.7565 -2.2854 -0.6267
N -0.5223 -3.5683 1.7540
C -1.4429 -4.5438 1.2377
C -0.7212 -5.4763 0.2220
O -0.9585 -6.7002 0.2088
N 0.1272 -4.8437 -0.5846
C 0.8141 -5.6166 -1.5877
C 2.1771 -4.8611 -2.0055
O 3.2462 -5.4623 -1.7834
O 1.9986 -3.7142 -2.4789
H 0.2503 -4.0045 2.2522
H -0.9357 -2.9240 2.4313
H -2.2775 -4.0263 0.7198
H -1.9123 -5.1837 2.0033
H 0.2345 -5.7656 -2.5231
H 1.0025 -6.6230 -1.1615
N -1.5124 -2.6587 -2.1789
C -1.6443 -2.6106 -3.6226
C -1.0388 -1.3873 -4.3584
C 0.4827 -1.2937 -4.2443
N 1.0199 -0.6583 -3.0553
H -1.7762 -3.5805 -1.8288
H -2.1321 -1.9787 -1.7384
H -2.7193 -2.6575 -3.9332
H -1.1647 -3.5108 -4.0168
H -1.5374 -0.4598 -4.0682
H -1.2851 -1.5300 -5.4238
H 0.8501 -0.7996 -5.1664
H 0.8920 -2.3132 -4.2404
H 0.7041 0.3060 -2.9746
H 2.0439 -0.6380 -3.1268
C 5.1626 -2.1918 3.3229
O 4.6942 -1.6577 2.0858
C 3.9383 -2.4333 1.2552
O 3.5871 -1.9963 0.1441
N 3.5330 -3.6168 1.7580
N 2.9329 -4.5982 0.9771
H 5.8404 -1.4409 3.7560
H 5.7485 -3.1224 3.2058
H 4.3586 -2.3477 4.0551
H 3.9415 -3.9326 2.6310
H 2.0624 -4.1988 0.6257
H 3.5598 -4.8578 0.2089
C 0.9810 4.1369 5.5821
C 0.9093 3.5809 4.1696
C 0.2876 4.2581 3.1156
C 0.1546 3.7746 1.8040
C -0.5985 4.7109 0.8490
C 0.6272 2.4634 1.5487
As 0.3019 1.2835 -0.0757
N -0.9674 0.0370 0.6089
C -2.0563 0.3486 1.3459
C -2.5436 1.6491 1.7726
C -3.6976 1.7252 2.5151
C -4.4338 0.5884 2.8191
C -4.0351 -0.6766 2.3825
C -2.8644 -0.8002 1.6736
C -0.4986 2.4823 -1.4754
C -1.8006 2.3123 -2.0161
C -2.8247 1.2441 -1.6470
C -2.2125 3.2149 -2.9980
C -1.3945 4.2354 -3.5179
C -1.8857 5.2103 -4.5903
C -0.0954 4.3313 -2.9850
C 0.3803 3.4770 -1.9840
C 1.8470 3.6224 -1.5718
C 1.3608 1.7675 2.5529
C 2.0126 0.4114 2.3408
C 1.4814 2.3376 3.8357
H 0.5293 5.1308 5.6494
H 2.0113 4.2237 5.9472
H 0.4718 3.5059 6.3246
H -0.1215 5.2327 3.3439
H -1.0856 5.4750 1.4444
H -1.3579 4.2061 0.2510
H 0.0943 5.2223 0.1507
H -2.0329 2.5550 1.4606
H -4.0521 2.6936 2.8837
H -5.3555 0.6738 3.3723
H -4.6587 -1.5419 2.5643
H -2.5442 -1.7665 1.3018
H -2.3552 0.2896 -1.4022
H -3.5299 1.1142 -2.4872
H -3.4107 1.5337 -0.7698
H -3.2048 3.0997 -3.4047
H -2.9006 4.9464 -4.9286
H -1.2168 5.2389 -5.4613
H -1.9132 6.2246 -4.1729
H 0.5850 5.0875 -3.3711
H 2.2914 4.4994 -2.0492
H 2.4377 2.7167 -1.8345
H 1.9689 3.7744 -0.4921
H 2.7188 0.3812 1.4920
H 1.2481 -0.3654 2.1641
H 2.5738 0.1118 3.2307
H 1.9956 1.7748 4.6109
```

Atom charges from the Mulliken analysis, given in e for atoms 1 to 6: number 1, Tl, carries 1.16; number 2, N, carries -0.28; number 3, C, carries -0.41; number 4, C, carries 0.25; number 5, O, carries -0.85; number 6, N, carries 0.02


Formula: C6H14O2P
Source: the Open Molecules 2025 dataset
Level of theory: the ωB97M-V functional and the def2-TZVPD basis

Summary:
- LUMO energy (eV) = -3.6
- multiplicity = 1
- total charge = +1
- energy above the lowest of the compared OMol25 structures with the same formula, charge and spin (kJ/mol) = 139.42
- energy (hartree) = -728.55442

Structure (XYZ):
```
23
C6H14O2P the ωB97M-V functional and the def2-TZVPD basis
C 2.4469 -1.2789 0.1572
C 2.3898 -0.1706 -0.8661
O 3.1321 -0.1410 -1.8046
O 1.3509 0.7293 -0.7991
C 1.0830 1.3672 0.4489
C -0.3614 1.8783 0.4506
C -1.3628 0.9500 -0.2240
C -1.5631 -0.3741 0.5514
P -2.4111 -1.5698 -0.5087
H 3.4940 -1.4494 0.4059
H 1.8726 -1.1087 1.0631
H 2.0906 -2.1872 -0.3356
H 1.7442 2.2310 0.5504
H 1.2811 0.7039 1.2925
H -0.6667 2.1172 1.4709
H -0.3849 2.8183 -0.1076
H -2.3315 1.4540 -0.2777
H -1.0318 0.7381 -1.2425
H -0.6252 -0.8273 0.8702
H -2.2045 -0.2141 1.4206
H -2.8561 -0.9414 -1.6689
H -1.5537 -2.5816 -0.9339
H -3.5327 -2.1430 0.0870
```

Atom charges from the Mulliken analysis, given in e for atoms 1 to 6: number 1, C, carries -0.75; number 2, C, carries 0.57; number 3, O, carries -0.52; number 4, O, carries -0.27; number 5, C, carries -0.54; number 6, C, carries -0.85


Formula: C16H15NO3S6V
Source: the Open Molecules 2025 dataset
Level of theory: the ωB97M-V functional and the def2-TZVPD basis

Summary:
- LUMO energy (spin up / spin down) (eV) = 4.3 / 4.3
- multiplicity = 4
- total charge = -2
- ⟨S²⟩ = 3.766
- energy above the lowest of the compared OMol25 structures with the same formula, charge and spin (kJ/mol) = 141.26
- energy (hartree) = -4232.48328

Structure (XYZ):
```
42
C16H15NO3S6V the ωB97M-V functional and the def2-TZVPD basis
V 0.0303 -0.5125 -0.0488
O -3.2929 -2.7114 -0.3020
C -2.7878 -1.6101 -0.1963
O -1.5054 -1.3940 -0.2019
C -3.6564 -0.3714 -0.0813
C -5.0344 -0.6126 -0.0895
C -5.9684 0.4037 -0.0321
C -5.5120 1.7217 0.0273
C -4.1587 1.9841 0.0423
C -3.1770 0.9598 -0.0018
S -1.5033 1.4919 0.0626
H -5.3431 -1.6484 -0.1486
H -7.0294 0.1805 -0.0353
H -6.2204 2.5446 0.0649
H -3.8004 3.0062 0.0925
S 6.9539 -2.7512 0.2333
C 5.2881 -2.5264 0.1456
S 4.4295 -2.2594 -1.2984
C 2.8018 -2.0781 -0.6638
C 2.7134 -2.2025 0.6913
S 1.2901 -2.0865 1.6874
S 4.2475 -2.4995 1.4865
S 1.5102 -1.7546 -1.7968
O 1.4012 0.6311 0.2375
C 2.2908 1.4482 0.5048
C 1.9690 2.8066 1.0328
C 2.3394 3.9320 0.0506
C 3.8230 4.3044 0.0548
C 4.7614 3.1824 -0.3934
C 4.7099 1.9524 0.5158
N 3.5710 1.0965 0.2745
H 2.4735 2.9713 1.9929
H 0.8944 2.8112 1.2109
H 1.7583 4.8191 0.3115
H 2.0334 3.6297 -0.9551
H 4.1080 4.6182 1.0680
H 3.9692 5.1697 -0.5995
H 5.7877 3.5642 -0.4094
H 4.5089 2.8702 -1.4117
H 4.7101 2.2854 1.5613
H 5.5993 1.3419 0.3708
H 3.7001 0.1930 -0.1643
```

Atom charges from the Mulliken analysis, given in e for atoms 1 to 6: number 1, V, carries 0.68; number 2, O, carries -0.73; number 3, C, carries 0.31; number 4, O, carries -0.53; number 5, C, carries 0.03; number 6, C, carries -0.59


Formula: C6H24NO5S
Source: the Open Molecules 2025 dataset
Level of theory: the ωB97M-V functional and the def2-TZVPD basis

Summary:
- LUMO energy (eV) = 2.8
- multiplicity = 1
- total charge = -1
- energy above the lowest of the compared OMol25 structures with the same formula, charge and spin (kJ/mol) = 249.75
- energy (hartree) = -1072.15432

Structure (XYZ):
```
37
C6H24NO5S the ωB97M-V functional and the def2-TZVPD basis
C 0.0627 1.1196 -2.5185
C -1.4896 1.2559 -2.5684
S -2.4677 -0.2153 -1.9966
C 0.6168 0.6967 -1.1999
N 0.5423 1.6579 -0.0510
C -1.0444 3.4314 0.4472
C -0.8070 1.9323 0.5703
C -1.1231 1.5070 1.9819
H 0.5420 2.1424 -2.5933
H 0.4482 0.5072 -3.2983
H -1.7328 2.0737 -1.8884
H -1.8440 1.4334 -3.5842
H 1.7049 0.5075 -1.1760
H 0.1533 -0.2533 -0.9367
H 1.1340 1.2043 0.6792
H -1.9730 3.5461 1.0208
H -0.2599 4.1265 0.8106
H -1.1815 3.8219 -0.5418
H -1.5954 1.4364 -0.0921
H -1.1598 2.2093 2.8208
H -2.0630 1.0167 2.1418
H -0.5133 0.7055 2.4269
H -0.0812 -4.0225 1.1296
H 0.4221 -2.7117 1.0198
O 0.4645 -3.4382 1.6814
H 2.6090 -2.0420 1.2250
H 2.9257 -0.9077 0.2895
O 2.7129 -1.0871 1.2089
H -1.2570 -3.4003 -1.1602
H -1.3052 -1.8129 -1.0873
O -0.6863 -2.6718 -0.9075
H 2.2645 -3.0279 -1.7054
H 1.2132 -2.2769 -1.1204
O 2.1535 -2.4736 -0.9175
H 1.2865 -1.5110 2.9193
H 0.6224 -2.7190 3.3230
O 0.7057 -1.7601 3.6478
```

Atom charges from the Mulliken analysis, given in e for atoms 1 to 6: number 1, C, carries -0.65; number 2, C, carries -0.50; number 3, S, carries -0.59; number 4, C, carries 0.26; number 5, N, carries -0.45; number 6, C, carries -1.55


Q: Look up the multiplicity of the third one.
A: 4